Record 1
The following is a DFT calculation (ωB97M-V/def2-TZVPD) of a 2-piece molecular cluster, C4H12N4 overall.

Geometry as XYZ:
```
20
Properties=species:S:1:pos:R:3:forces:R:3
C -2.6709 0.4687 -0.1772 -3.282 0.944 -0.546
C -2.1387 -1.9752 -0.3667 -0.333 -0.110 0.167
C 2.9688 1.1012 0.8219 -0.762 1.157 0.058
C 2.4038 -0.4408 -0.9172 -0.108 -1.749 -0.091
N 0.8773 -0.1061 0.7263 -1.908 -0.824 1.645
N -2.4766 -0.7970 -0.0490 1.116 -0.439 -0.307
N -3.9037 0.9754 -0.0055 0.294 -0.750 0.057
N 1.9238 0.2339 0.2489 1.415 0.855 -0.383
H -2.0197 1.2548 -0.5210 1.261 -0.355 0.421
H 0.6946 0.1582 1.7419 0.618 0.544 -1.361
H -2.1181 -2.6751 0.5380 0.412 0.488 -1.711
H -1.9456 -2.2833 -1.4709 -0.541 0.313 1.990
H 3.4765 1.6110 -0.0547 -0.533 -0.464 1.463
H 3.6097 0.4287 1.3737 0.563 0.030 0.085
H 2.4216 1.7658 1.5195 0.787 -0.021 -0.411
H 1.6746 -0.8627 -1.5523 -1.305 -0.545 -0.115
H 2.9743 -1.2235 -0.4376 0.316 -0.673 -0.211
H 3.0578 0.0486 -1.5558 1.235 1.739 -0.608
H -4.1187 1.9749 -0.0298 0.380 -0.548 -0.177
H -4.6907 0.3426 0.1675 0.374 0.409 0.035
```
Positions in Å, forces in eV/Å.

Results
Net charge: +2
Gap between HOMO and LUMO in eV: 9.1203
Largest force on an atom in eV Å⁻¹: 3.46
Energy above the lowest of the compared OMol25 structures with the same formula, charge and spin in kcal per mole: 65.6



Record 2
The following is a DFT calculation (ωB97M-V/def2-TZVPD) of C6H9NRuS as an isolated structure.

Geometry as XYZ:
```
18
Properties=species:S:1:pos:R:3:forces:R:3
Ru 1.5798 -0.1065 -0.1132 -0.842 0.270 1.432
C 3.6823 -0.1162 -0.7070 -0.136 -0.158 0.188
H 3.0512 0.7018 -1.1091 0.434 0.610 -0.471
H 4.2951 0.2512 0.1018 0.388 -0.039 0.160
H 4.2229 -0.4946 -1.5605 0.304 -0.231 -0.120
H 3.0460 -1.0499 -0.3511 1.517 -0.159 -0.141
H 1.7093 -1.6512 -0.1911 -0.507 -0.104 0.118
S 0.1413 -0.2810 -1.9048 -1.438 -0.180 -2.128
C -1.0832 -0.0099 -0.7375 -0.719 0.063 0.644
C -2.4843 0.0485 -0.8311 0.718 -0.095 -0.535
C -3.2058 0.2998 0.3373 0.107 0.025 -0.092
C -2.5354 0.4606 1.5513 -0.195 0.055 0.244
C -1.1474 0.3776 1.6014 0.743 -0.206 -1.115
N -0.4681 0.1531 0.4544 0.278 0.172 1.954
H -2.9141 -0.0961 -1.8184 -0.300 0.075 0.280
H -4.2900 0.3801 0.2989 0.192 -0.064 0.003
H -3.0678 0.6510 2.4796 -0.055 -0.035 -0.225
H -0.5319 0.4819 2.4991 -0.491 -0.002 -0.195
```
Positions in Å, forces in eV/Å.

Results
Net charge: +2
Gap between HOMO and LUMO (alpha / beta) in eV: 7.7560 / 7.1224
Largest force on an atom in eV Å⁻¹: 2.58
⟨S²⟩: 6.04
Energy above the lowest of the compared OMol25 structures with the same formula, charge and spin in kcal per mole: 0.0
Spin multiplicity: 5



Record 3
The following is a DFT calculation (ωB97M-V/def2-TZVPD) of a 3-piece molecular cluster, C22H42BO6 overall.

Geometry as XYZ:
```
71
Properties=species:S:1:pos:R:3:forces:R:3
C 7.1663 4.9520 -3.7328 -0.319 -0.836 -0.838
C 6.5794 3.4949 -3.9161 0.923 -0.707 0.292
C 6.3133 2.7289 -2.5665 0.170 -0.400 -0.348
C 5.8788 1.2203 -2.8413 0.865 0.548 -0.830
B 5.2679 3.4686 -1.5351 -0.056 -0.982 -1.271
O 4.3438 4.5076 -2.0896 -0.611 1.150 -0.065
C 3.5220 4.7594 -0.9535 1.642 -0.527 0.142
C 3.3335 3.2628 -0.3979 0.967 0.286 2.612
C 1.9138 2.6952 -0.0562 -0.177 -0.375 -1.006
C 0.9097 2.5957 -1.2461 -1.856 -1.220 -1.207
C 0.0926 1.3560 -1.3470 -0.223 2.149 -1.642
C -0.9029 1.2225 -2.4161 0.824 1.043 0.538
C -1.1510 2.2593 -3.4236 1.893 0.228 2.050
C -0.3370 3.4725 -3.3390 0.090 -1.485 0.927
C -0.5292 4.6381 -4.3588 -0.416 -0.080 1.226
C 0.6621 3.6115 -2.2580 -1.120 -1.037 -0.361
O 4.2514 2.4377 -1.1147 -1.573 1.000 0.831
H 7.4957 5.2868 -4.7639 -0.423 0.028 1.110
H 8.0956 4.9095 -3.1007 -1.033 0.142 -0.342
H 6.3687 5.6154 -3.3173 0.909 -0.385 -0.214
H 5.6653 3.4586 -4.5665 0.692 0.345 0.595
H 7.3871 2.9083 -4.4637 -0.874 0.502 0.312
H 7.3151 2.6562 -2.0374 -0.870 0.127 -0.548
H 5.9475 0.5930 -1.9111 -0.305 0.655 -0.910
H 4.8614 1.1524 -3.3167 0.880 0.054 0.707
H 6.6228 0.8181 -3.5994 -0.719 0.078 0.722
H 5.9133 3.9491 -0.6174 -0.041 0.171 0.644
H 2.6429 5.4487 -1.0479 0.469 -0.883 -0.568
H 4.2327 5.2840 -0.2459 -0.997 -0.388 -0.088
H 3.8272 3.3354 0.6310 -0.785 0.008 -0.649
H 1.4293 3.2690 0.7893 0.650 -0.261 -0.956
H 2.0605 1.6511 0.3526 -0.129 1.012 -0.509
H 0.2526 0.5587 -0.5744 -0.275 0.767 -1.002
H -1.5127 0.2887 -2.4266 0.538 0.839 -0.113
H -1.9444 2.1119 -4.1990 0.932 0.217 0.769
H -1.3709 5.2878 -3.9721 0.858 -0.521 -0.426
H 0.4016 5.2563 -4.3505 -0.797 -0.494 -0.404
H -0.8460 4.2979 -5.3760 0.599 0.185 0.833
H 1.2150 4.5752 -2.2373 -0.313 -0.988 0.008
C -1.5227 -4.4312 2.9793 0.045 0.051 0.088
O -0.4211 -3.6005 2.6532 -0.201 -0.156 -0.142
C 0.0776 -3.8408 1.3417 0.139 0.391 0.169
C -0.4119 -2.7888 0.3594 -0.116 -0.359 -0.224
O -1.8204 -2.8692 0.1676 0.063 0.077 0.289
C -2.5279 -1.8856 0.9075 -0.069 0.012 -0.174
H -2.0025 -4.0288 3.8726 0.077 0.018 -0.046
H -2.2617 -4.4634 2.1739 0.036 0.003 0.030
H -1.1733 -5.4470 3.1969 -0.077 -0.062 -0.032
H -0.1927 -4.8466 1.0017 -0.066 0.066 -0.022
H 1.1685 -3.7874 1.3992 0.011 0.000 -0.044
H 0.0549 -2.9730 -0.6126 0.043 0.030 0.013
H -0.1213 -1.7852 0.6857 0.001 -0.061 0.068
H -2.4238 -0.9106 0.4195 0.002 0.063 0.116
H -2.1764 -1.8206 1.9406 0.016 -0.002 -0.042
H -3.5838 -2.1612 0.9123 0.072 -0.044 -0.051
C -5.2627 -3.4679 5.2895 0.085 0.071 -0.043
O -5.0611 -4.3165 4.1705 -0.215 -0.026 0.205
C -5.5213 -5.6425 4.4006 0.096 0.114 -0.416
C -6.8748 -5.8820 3.7505 -0.086 -0.108 0.416
O -7.8938 -5.0982 4.3608 0.194 0.148 -0.170
C -8.2181 -3.9415 3.6046 -0.128 -0.057 0.070
H -5.1264 -2.4358 4.9638 0.057 -0.095 -0.059
H -6.2695 -3.5720 5.7037 0.044 -0.035 -0.018
H -4.5230 -3.6905 6.0658 -0.056 0.028 0.075
H -5.5603 -5.8590 5.4737 -0.086 0.023 -0.041
H -4.7897 -6.3185 3.9479 -0.011 -0.044 0.006
H -7.1502 -6.9316 3.8914 0.026 -0.019 -0.021
H -6.8289 -5.6888 2.6739 0.070 0.055 0.043
H -8.8261 -4.2248 2.7388 0.048 0.098 -0.071
H -7.3245 -3.4087 3.2694 -0.021 -0.045 -0.003
H -8.8060 -3.2770 4.2394 0.020 -0.100 0.010
```
Positions in Å, forces in eV/Å.

Results
Net charge: -1
Gap between HOMO and LUMO in eV: 6.4322
Largest force on an atom in eV Å⁻¹: 2.80
Energy above the lowest of the compared OMol25 structures with the same formula, charge and spin in kcal per mole: 0.0



- Number 3 is which compound?
  C22H42BO6